DFT (ωB97M-V with the def2-TZVPD basis set) results for C2H3N3O2 as an isolated structure at a distorted geometry.

Output
Kohn-Sham gap   0.350 Ha
Energy above the lowest of the compared OMol25 structures with the same formula, charge and spin   94.3 kcal per mole
Max |F|   0.039 hartree/bohr
E_HOMO   -9.11 eV

Geometry as ORCA input:
```
! wB97M-V def2-TZVPD RIJCOSX def2/J DEFGRID3
* xyz 0 1
N 1.634 0.021 0.570
C 0.388 0.449 0.377
N -0.047 1.653 0.156
O -0.583 0.909 -1.098
C -1.398 -0.194 -0.713
O -2.400 -0.484 -1.296
N -0.661 -0.715 0.305
H 1.765 -0.948 0.339
H 2.406 0.646 0.365
H -1.105 -1.337 0.994
*
```